The following is a DFT calculation (ωB97M-V/def2-TZVPD) of a cluster of 17 separate species, C33H30Cl64N3O10P2S in total at a distorted geometry.

The geometry in XYZ format:
```
143
Properties=species:S:1:pos:R:3
C -3.80 0.04 -6.78
C -2.70 -1.07 -6.74
O -1.36 -0.55 -6.85
P -0.73 -0.09 -5.43
O -1.18 1.27 -5.04
C -0.96 -1.31 -4.09
C -2.17 -0.92 -3.15
C -1.73 -0.82 -1.71
C -1.85 0.45 -1.09
O -2.39 1.50 -1.84
C -3.72 1.31 -1.81
N -4.84 1.35 -1.56
C -1.42 0.66 0.25
C -1.55 2.07 0.79
C -2.84 2.15 1.76
C -2.58 3.14 2.95
O -3.95 2.58 1.01
N -0.91 -0.39 0.97
S -0.39 -0.23 2.63
C -1.42 -1.36 3.63
O 1.02 -0.61 2.66
O -0.53 1.05 3.26
C -0.78 -1.64 0.41
C -0.16 -2.84 1.12
N 1.02 -3.31 0.36
C -1.19 -1.90 -0.91
P -1.12 -3.54 -1.75
O -2.25 -3.75 -2.66
O -1.08 -4.81 -0.74
O 0.29 -3.59 -2.57
O 0.89 0.00 -5.67
C 1.14 0.76 -6.89
C 2.46 1.58 -6.78
H -4.32 0.02 -5.81
H -3.39 1.03 -7.03
H -4.56 -0.27 -7.52
H -2.85 -1.70 -7.63
H -2.87 -1.74 -5.87
H -1.08 -2.34 -4.47
H -0.05 -1.26 -3.46
H -2.55 0.03 -3.56
H -3.00 -1.64 -3.25
H -1.73 2.83 0.01
H -0.64 2.40 1.31
H -2.98 1.12 2.14
H -3.18 4.06 2.81
H -1.51 3.39 2.97
H -2.79 2.64 3.90
H -3.82 3.54 0.89
H -2.27 -1.73 3.03
H -1.87 -0.79 4.47
H -0.82 -2.18 4.05
H -0.95 -3.62 1.18
H 0.17 -2.68 2.16
H 1.38 -4.09 0.91
H 1.75 -2.60 0.45
H -0.87 -5.63 -1.22
H 0.94 -3.15 -1.99
H 1.16 0.04 -7.74
H 0.34 1.48 -7.12
H 2.98 1.38 -5.84
H 3.11 1.36 -7.65
H 2.23 2.66 -6.86
C -2.03 1.59 7.09
Cl -2.21 1.75 8.84
Cl -0.67 0.50 6.73
Cl -3.52 0.94 6.40
Cl -1.68 3.17 6.39
C -4.43 -6.42 0.62
Cl -2.93 -7.17 1.19
Cl -4.91 -7.13 -0.92
Cl -5.71 -6.68 1.82
Cl -4.18 -4.67 0.41
C -2.97 -2.81 8.82
Cl -4.07 -1.86 9.82
Cl -3.90 -3.78 7.67
Cl -1.89 -1.71 7.92
Cl -2.01 -3.88 9.85
C 1.69 -1.73 11.12
Cl 1.16 -0.63 12.39
Cl 3.33 -1.32 10.62
Cl 1.66 -3.39 11.73
Cl 0.60 -1.60 9.73
C -1.99 -3.90 -10.26
Cl -2.00 -5.07 -8.93
Cl -3.45 -2.90 -10.18
Cl -0.55 -2.87 -10.13
Cl -1.95 -4.77 -11.80
C -3.96 -5.76 -5.56
Cl -3.59 -7.18 -6.55
Cl -4.30 -6.25 -3.90
Cl -2.56 -4.67 -5.57
Cl -5.37 -4.93 -6.23
C 2.57 2.56 5.70
Cl 2.12 1.07 4.85
Cl 1.42 3.85 5.31
Cl 2.54 2.27 7.45
Cl 4.19 3.04 5.21
C -2.47 -8.29 -14.31
Cl -1.14 -9.33 -14.82
Cl -4.01 -9.06 -14.73
Cl -2.40 -8.05 -12.56
Cl -2.35 -6.73 -15.12
C 5.72 5.81 8.18
Cl 5.50 5.99 9.92
Cl 6.94 4.56 7.86
Cl 4.19 5.31 7.44
Cl 6.25 7.35 7.49
C 3.99 2.38 0.87
Cl 5.38 2.52 1.94
Cl 3.44 4.00 0.41
Cl 4.44 1.48 -0.59
Cl 2.68 1.53 1.71
C -4.92 3.87 -7.23
Cl -3.29 3.61 -6.58
Cl -5.03 3.16 -8.85
Cl -6.11 3.11 -6.17
Cl -5.24 5.61 -7.33
C 9.13 1.95 3.80
Cl 8.04 3.02 4.70
Cl 8.18 1.01 2.63
Cl 10.34 2.91 2.95
Cl 9.93 0.85 4.93
C -4.01 5.86 -1.87
Cl -2.60 4.91 -2.35
Cl -5.49 4.99 -2.30
Cl -3.96 6.11 -0.12
Cl -3.98 7.42 -2.69
C 6.55 2.34 11.38
Cl 7.98 3.31 11.01
Cl 7.04 0.70 11.82
Cl 5.66 3.07 12.72
Cl 5.50 2.27 9.95
C 3.78 0.64 -10.81
Cl 5.17 0.72 -9.71
Cl 3.27 2.28 -11.24
Cl 4.24 -0.24 -12.27
Cl 2.44 -0.20 -10.01
C 8.72 5.98 14.25
Cl 10.17 6.91 13.87
Cl 9.18 4.34 14.71
Cl 7.86 6.75 15.60
Cl 7.66 5.92 12.84
```

Output
molecular weight = 2991.621 g mol⁻¹
E_HOMO = -12.0 eV
spin multiplicity = 1
HOMO-LUMO gap = 7.267 eV
net charge = +1



The following is a DFT calculation (ωB97M-V/def2-TZVPD) of a structure of composition C33H30F3N6O2PtS4.

The geometry in XYZ format:
```
79
Properties=species:S:1:pos:R:3
Pt 0.84 1.67 0.13
S -0.45 1.12 1.94
C -0.94 -0.55 1.76
N -1.46 -1.15 2.84
C -1.63 -2.60 2.83
C -2.13 -3.04 1.47
N -1.20 -2.56 0.45
C -0.81 -3.46 -0.63
C -2.01 -3.77 -1.46
C -2.72 -2.69 -2.11
C -3.77 -2.95 -2.93
C -4.19 -4.28 -3.10
C -3.51 -5.37 -2.45
C -2.45 -5.11 -1.63
C -0.74 -1.26 0.55
S 0.08 -0.56 -0.78
C -1.92 -0.46 4.06
C -3.42 -0.57 4.19
C -3.98 -1.26 5.25
C -5.37 -1.36 5.37
C -6.19 -0.78 4.41
C -5.63 -0.09 3.34
C -4.25 0.01 3.23
H -2.34 -2.87 3.60
H -0.67 -3.07 3.05
H -3.13 -2.66 1.30
H -2.16 -4.13 1.43
H -0.38 -4.37 -0.21
H -0.03 -2.99 -1.23
H -2.38 -1.67 -1.94
H -4.29 -2.15 -3.44
H -5.04 -4.50 -3.73
H -3.84 -6.38 -2.61
H -1.92 -5.92 -1.14
H -1.61 0.58 4.01
H -1.43 -0.92 4.91
H -3.35 -1.70 6.01
H -5.80 -1.89 6.21
H -7.26 -0.86 4.51
H -6.27 0.38 2.61
H -3.81 0.57 2.41
N 5.86 4.56 -6.20
C 4.96 4.05 -5.35
C 4.43 2.76 -5.55
C 3.51 2.23 -4.68
C 3.11 2.99 -3.58
C 3.62 4.28 -3.36
C 4.53 4.80 -4.23
S 1.95 2.36 -2.53
O 2.19 2.86 -1.14
O 1.82 0.94 -2.66
N 0.48 3.01 -2.98
C -0.53 3.05 -2.20
S -1.99 3.82 -2.80
C -2.75 3.56 -1.34
C -1.91 2.90 -0.43
N -0.70 2.61 -0.89
H 6.18 4.04 -7.00
H 6.25 5.48 -6.06
H 4.76 2.18 -6.40
H 3.12 1.23 -4.85
H 3.30 4.86 -2.50
H 4.93 5.79 -4.06
H -3.76 3.89 -1.14
H -2.18 2.65 0.58
F 6.86 0.84 3.26
C 6.15 -0.23 2.93
F 6.88 -1.02 2.14
F 5.85 -0.90 4.05
C 4.86 0.20 2.25
C 4.01 1.07 2.91
C 2.84 1.44 2.29
N 2.50 0.98 1.07
C 3.33 0.14 0.43
C 4.52 -0.27 0.99
H 4.25 1.47 3.88
H 2.15 2.12 2.77
H 3.02 -0.18 -0.56
H 5.17 -0.94 0.45
```

Output
molecular weight = 922.983 g mol⁻¹
E_HOMO (alpha / beta) = -14.7 / -14.7 eV
spin multiplicity = 5
HOMO-LUMO gap (alpha / beta) = 6.652 / 2.837 eV
net charge = +3



The following is a DFT calculation (ωB97M-V/def2-TZVPD) of a structure of composition C33H30FeNOS at a distorted geometry.

The geometry in XYZ format:
```
67
Properties=species:S:1:pos:R:3
C -6.32 0.71 2.84
O -5.79 -0.59 2.98
C -4.44 -0.64 3.18
C -3.86 -1.91 3.44
C -2.53 -2.04 3.73
C -1.68 -0.91 3.76
C -0.35 -1.01 4.25
C 0.65 -0.01 4.12
C 1.78 0.25 5.06
C 2.55 1.31 4.55
C 1.95 1.75 3.27
C 0.81 0.97 3.01
Fe 2.48 -0.30 3.19
C 2.47 -2.10 2.07
C 2.86 -2.37 3.44
C 4.04 -1.59 3.73
C 4.38 -0.83 2.54
C 3.41 -1.15 1.52
C -2.24 0.34 3.42
C -3.57 0.48 3.16
H -7.40 0.64 2.74
H -6.09 1.30 3.73
H -5.90 1.18 1.95
H -4.51 -2.76 3.42
H -2.12 -3.01 3.94
H -0.11 -1.87 4.85
H 1.95 -0.26 6.01
H 3.42 1.77 5.03
H 2.33 2.56 2.64
H 0.18 1.06 2.13
H 1.64 -2.58 1.54
H 2.38 -3.08 4.11
H 4.59 -1.58 4.68
H 5.22 -0.14 2.45
H 3.40 -0.75 0.50
H -1.62 1.22 3.45
H -3.98 1.45 2.94
C 0.47 0.07 -3.91
N -0.91 0.22 -3.46
C -1.91 -0.68 -3.92
C -3.17 -0.39 -3.39
C -4.26 -1.19 -3.69
C -4.09 -2.28 -4.52
C -2.84 -2.57 -5.05
C -1.75 -1.78 -4.76
S -3.10 1.04 -2.37
C -1.35 1.20 -2.58
C -0.59 2.13 -1.92
C -1.13 3.17 -1.05
C -2.31 3.85 -1.37
C -2.83 4.80 -0.52
C -2.19 5.08 0.68
C -1.01 4.44 1.00
C -0.48 3.50 0.14
H 1.11 0.85 -3.50
H 0.87 -0.89 -3.60
H 0.52 0.14 -4.99
H -5.22 -0.96 -3.26
H -4.93 -2.91 -4.75
H -2.72 -3.42 -5.70
H -0.78 -2.00 -5.17
H 0.48 2.04 -1.96
H -2.81 3.63 -2.30
H -3.74 5.32 -0.78
H -2.61 5.81 1.35
H -0.52 4.66 1.93
H 0.43 2.99 0.40
```

Output
molecular weight = 544.521 g mol⁻¹
E_HOMO (alpha / beta) = -1.2 / -2.7 eV
spin multiplicity = 5
HOMO-LUMO gap (alpha / beta) = 3.452 / 4.941 eV
net charge = -1



The following is a DFT calculation (ωB97M-V/def2-TZVPD) of a structure of composition C33H30N3O5RhSSe2.

The geometry in XYZ format:
```
75
Properties=species:S:1:pos:R:3
Rh -1.74 -0.35 -0.24
O 0.05 -3.62 5.23
C -0.97 -2.88 5.27
O -1.62 -2.45 6.23
C -1.46 -2.44 3.87
C -1.01 -3.08 2.73
C -1.23 -2.51 1.50
N -1.89 -1.34 1.40
C -2.39 -0.73 2.48
C -2.21 -1.27 3.74
C -3.00 0.58 2.16
C -3.70 1.35 3.08
C -4.23 2.56 2.68
C -4.05 2.97 1.37
C -3.34 2.16 0.50
N -2.83 0.99 0.88
C -0.71 -2.98 0.20
C -0.09 -4.21 0.04
C 0.32 -4.60 -1.23
C 0.09 -3.75 -2.30
C -0.52 -2.53 -2.06
N -0.90 -2.13 -0.84
H -0.40 -3.96 2.85
H -2.55 -0.79 4.64
H -3.82 0.99 4.09
H -4.78 3.18 3.38
H -4.46 3.91 1.01
H -3.18 2.43 -0.53
H 0.05 -4.85 0.89
H 0.81 -5.55 -1.37
H 0.38 -4.01 -3.30
H -0.73 -1.84 -2.87
O 1.56 -2.48 3.45
C 2.55 -1.53 3.73
C 2.70 -0.60 2.50
C 3.80 0.43 2.77
O 3.50 1.31 3.84
C 3.05 -1.44 1.28
Se 2.92 -0.37 -0.38
C 1.34 0.06 2.25
Se 1.34 1.09 0.59
H 1.17 -2.91 4.25
H 3.51 -2.00 3.95
H 2.28 -0.90 4.58
H 4.01 0.99 1.85
H 4.71 -0.10 3.05
H 2.95 2.02 3.50
H 2.36 -2.27 1.19
H 4.07 -1.81 1.32
H 1.09 0.76 3.05
H 0.57 -0.70 2.19
O -1.55 0.86 -2.06
S -0.12 0.81 -2.56
C 0.50 2.48 -2.43
C -0.36 3.51 -2.09
C 0.16 4.79 -1.94
C 1.51 5.02 -2.14
C 2.36 3.98 -2.47
C 1.86 2.69 -2.61
C -0.25 0.70 -4.33
C 0.78 0.06 -5.01
C 0.70 -0.05 -6.40
C -0.39 0.47 -7.07
C -1.42 1.09 -6.37
C -1.36 1.21 -4.99
H -1.41 3.30 -1.93
H -0.50 5.61 -1.67
H 1.91 6.02 -2.02
H 3.42 4.16 -2.60
H 2.52 1.87 -2.85
H 1.62 -0.36 -4.47
H 1.50 -0.54 -6.94
H -0.45 0.38 -8.15
H -2.28 1.47 -6.90
H -2.15 1.67 -4.42
```

Output
molecular weight = 841.512 g mol⁻¹
E_HOMO = -6.9 eV
spin multiplicity = 1
HOMO-LUMO gap = 6.408 eV
net charge = 0



> Which value of net charge does entry 1 give?

+1